Record 1
Entry from the OMol25 dataset: a molecular structure, C23H23N3NiO2PSe at a distorted geometry (ωB97M-V/def2-TZVPD).

Calculated values
Charge: +1
E_tot (Ha): -5455.955680
LUMO level (alpha / beta) (Ha): -0.091 / -0.136
Gap between HOMO and LUMO (alpha / beta) (eV): 8.9 / 7.8
Max |F| (Eh/bohr): 0.0258
Multiplicity: 3

```
54
Properties=species:S:1:pos:R:3:forces:R:3:lowdin_spin:R:1
Ni -1.166376 -1.564970 -2.340058 -0.423 0.556 0.751 1.70
O -0.722126 -1.466636 -0.356152 -0.047 0.348 -0.673 0.04
P 0.124550 -0.710863 0.655009 0.356 0.207 0.365 0.00
C 0.947010 -1.929045 1.699199 -0.156 0.138 -0.185 0.00
C 0.182938 -3.008803 2.143762 0.007 -0.018 0.008 0.00
C 0.769565 -4.010653 2.895640 -0.062 -0.034 0.023 0.00
C 2.123852 -3.949317 3.196156 -0.010 0.049 -0.030 0.00
C 2.889041 -2.890638 2.732914 0.087 -0.055 0.077 0.00
C 2.306746 -1.878068 1.987327 -0.032 0.009 0.000 0.00
C -0.989766 0.318717 1.648236 0.225 -0.098 -0.074 0.00
C -0.842970 1.696266 1.777549 -0.038 0.037 -0.056 0.00
C -1.759337 2.424720 2.521030 -0.084 0.096 0.074 0.00
C -2.830659 1.789460 3.131787 0.055 -0.012 -0.045 0.00
C -2.986312 0.416244 2.997691 -0.044 -0.032 0.021 0.00
C -2.070373 -0.315733 2.261264 -0.018 -0.021 -0.023 0.00
C 1.431261 0.368113 -0.001441 -0.288 -0.205 0.029 0.00
C 1.825317 0.260845 -1.328585 -0.164 0.096 0.044 0.00
C 2.890710 1.000915 -1.815701 0.019 0.053 -0.024 0.00
C 3.569147 1.866189 -0.972195 0.031 -0.060 -0.112 0.00
C 3.187871 1.980560 0.357100 0.007 0.031 0.122 0.00
C 2.132292 1.229330 0.846451 -0.014 -0.020 0.075 0.00
H -0.864475 -3.075728 1.878530 0.025 -0.060 0.008 0.00
H 0.174464 -4.846960 3.237828 0.001 0.009 0.003 0.00
H 2.582767 -4.734081 3.782341 0.010 -0.009 -0.017 0.00
H 3.950453 -2.860668 2.939915 -0.010 0.024 0.011 0.00
H 2.920484 -1.069912 1.617152 0.019 -0.013 -0.026 0.00
H -0.024175 2.208079 1.289960 -0.111 0.011 0.025 0.00
H -1.635954 3.494592 2.632117 0.011 -0.010 -0.034 0.00
H -3.544504 2.361700 3.708907 0.010 0.002 0.015 0.00
H -3.819539 -0.083496 3.473783 0.003 -0.008 -0.012 0.00
H -2.202211 -1.384531 2.150728 -0.026 0.019 0.048 0.00
H 1.317717 -0.425770 -1.980526 -0.095 -0.134 -0.181 0.00
H 3.202890 0.879551 -2.845311 -0.013 0.012 0.030 0.00
H 4.410899 2.434055 -1.346282 -0.014 0.023 0.017 0.00
H 3.725651 2.648313 1.017192 -0.013 -0.020 0.019 0.00
H 1.855419 1.305570 1.891316 0.099 -0.005 -0.002 0.00
Se 0.103996 -3.170728 -3.276373 0.038 -0.929 -0.950 0.13
C 1.652546 -2.899283 -2.369491 0.469 0.214 0.359 0.02
N 2.624344 -2.706624 -1.778764 -0.009 -0.084 -0.012 0.03
C -0.877575 3.813147 -3.378478 0.119 0.264 -0.056 0.00
N -1.355542 2.548031 -2.852761 -0.057 -0.130 -0.063 0.00
C -2.083853 2.367607 -1.703861 -0.113 -0.115 0.125 0.00
C -2.288086 1.028375 -1.588271 -0.048 0.292 -0.017 0.00
N -1.695774 0.391434 -2.657153 0.087 -0.524 0.485 0.03
C -1.142586 1.340670 -3.390169 0.039 -0.111 -0.170 0.00
H -1.688659 4.536930 -3.416238 -0.040 -0.062 -0.014 0.00
H -0.492852 3.662393 -4.383580 -0.023 -0.030 0.002 0.00
H -0.079014 4.210074 -2.752929 -0.013 -0.065 0.020 0.00
H -2.397271 3.186899 -1.080744 0.032 0.021 -0.031 0.00
H -2.812576 0.491366 -0.816316 0.045 0.001 0.015 0.00
H -0.611182 1.186307 -4.315077 0.074 0.010 0.042 0.00
O -2.955339 -2.772058 -2.706712 0.175 0.469 -0.027 0.03
H -3.197074 -3.255658 -1.907772 -0.084 -0.084 -0.073 0.00
H -3.765757 -2.436226 -3.109946 0.006 -0.042 0.091 0.00
```
Forces are in eV/Å.

---

Record 2
Entry from the OMol25 dataset: a molecular structure, C50H41BrCeClN10O3S at a distorted geometry (ωB97M-V/def2-TZVPD).

Calculated values
Charge: +1
E_tot (Ha): -6610.659206
LUMO level (alpha / beta) (Ha): -0.150 / -0.150
Gap between HOMO and LUMO (alpha / beta) (eV): 5.2 / 5.2
Max |F| (Eh/bohr): 0.0760
Multiplicity: 1

```
108
Properties=species:S:1:pos:R:3:forces:R:3:mulliken_charge:R:1
Ce -0.311486 1.018007 -0.327470 0.650 2.550 1.684 0.18
C -0.842684 4.030393 -2.486005 0.029 -0.044 -0.134 -0.72
N -1.406566 3.590239 -1.213554 -0.142 -0.511 0.235 0.55
C -1.364520 4.571382 -0.141101 -0.041 0.046 0.043 -1.37
C -0.107067 4.380838 0.659833 -0.223 0.363 -0.045 0.34
N 0.586086 3.268775 0.639056 -0.396 -0.273 -0.224 0.69
C 1.636519 3.461125 1.515023 0.475 0.496 0.737 0.00
C 2.681585 2.613083 1.867225 0.002 0.009 0.000 -0.26
C 3.582776 3.070975 2.806572 -0.018 -0.080 -0.024 -1.09
C 3.450208 4.331789 3.397054 -0.080 0.132 0.066 -0.57
C 2.426681 5.193206 3.051805 -0.060 0.075 -0.009 -1.20
C 1.530350 4.743567 2.092426 0.421 -0.758 -0.063 0.63
N 0.415191 5.307060 1.510093 -0.320 -0.243 -0.286 -0.09
C -0.198143 2.862046 -3.163705 -0.102 0.350 -0.319 0.10
N 0.613096 2.054224 -2.527488 -0.226 -0.005 0.528 -0.26
C 1.059704 1.149906 -3.470155 0.057 -0.144 -0.982 0.54
C 1.960970 0.099512 -3.346059 0.014 0.025 -0.014 -0.56
C 2.194069 -0.674075 -4.461335 0.103 0.021 0.150 -0.51
C 1.569851 -0.402551 -5.681943 -0.158 0.033 -0.135 -0.64
C 0.695936 0.656346 -5.833055 -0.036 0.040 -0.116 -1.07
C 0.455188 1.434843 -4.710874 0.593 -0.433 0.435 0.58
N -0.323532 2.550426 -4.481675 -0.081 0.107 0.512 0.00
H -0.055924 4.770583 -2.293183 -0.140 -0.060 -0.070 0.43
H -1.593827 4.486531 -3.151261 0.138 -0.032 0.203 0.31
H -2.350144 3.194548 -1.388842 0.205 0.250 0.120 0.12
H -2.216926 4.394628 0.524582 0.005 0.082 -0.080 0.37
H -1.434634 5.614198 -0.496464 -0.014 -0.251 0.081 0.53
H 2.767136 1.644940 1.399586 0.064 -0.046 0.024 0.51
H 4.409832 2.442981 3.105640 0.016 -0.046 -0.012 0.52
H 4.161482 4.634349 4.151785 0.045 0.046 0.004 0.40
H 2.315853 6.161790 3.517722 0.065 0.058 0.016 0.44
H 0.050677 6.224166 1.708849 -0.075 -0.046 -0.126 0.24
H 2.439965 -0.074458 -2.396512 0.021 -0.058 -0.033 0.35
H 2.877503 -1.508362 -4.389298 0.035 -0.027 -0.044 0.47
H 1.774834 -1.041976 -6.528054 0.003 -0.005 -0.062 0.40
H 0.216466 0.862471 -6.779128 0.009 -0.003 -0.069 0.45
H -0.926365 2.997610 -5.151536 -0.004 0.100 0.077 0.26
Br 9.091880 -2.184989 0.422481 -0.247 -0.196 0.173 -0.18
C 7.520954 -3.040254 1.090810 0.343 0.144 -0.188 0.06
C 6.683540 -2.342304 1.945213 0.125 0.046 -0.086 -0.65
C 5.503923 -2.920145 2.353740 -0.195 -0.393 -0.016 0.19
C 5.154025 -4.209354 1.923322 1.446 0.974 -0.448 -0.11
C 6.056638 -4.926446 1.132588 -0.544 0.058 0.246 -0.28
C 7.226259 -4.335367 0.701276 0.178 0.228 -0.117 -0.43
N 4.027503 -4.827247 2.433479 -1.030 -1.006 0.866 -0.74
N 2.887935 -4.331161 2.448945 0.042 -1.324 0.567 -0.32
C 2.551884 -3.235433 1.695519 0.139 1.618 -1.457 -0.07
C 3.134697 -2.961258 0.452235 -0.465 -0.874 0.821 -0.89
C 2.877583 -1.810563 -0.245983 -0.713 1.243 -0.116 -1.08
C 2.023513 -0.809382 0.266584 0.804 -2.799 1.341 1.45
O 1.913828 0.354199 -0.239334 -1.508 1.980 -0.931 -0.93
C 1.299615 -1.142872 1.487964 0.746 -0.193 -0.656 0.29
N 0.457282 -0.186064 1.954901 -0.425 0.248 0.055 0.56
C -0.066706 -0.358290 3.153854 0.040 0.334 -0.213 -0.89
C 0.126281 -1.512478 3.921468 0.216 -0.286 -0.016 -1.20
C 0.927397 -2.515820 3.443686 -0.217 0.264 0.112 -1.18
C 1.565387 -2.341386 2.199065 0.476 0.051 -0.316 1.54
H 6.946580 -1.351550 2.279196 0.050 0.104 0.004 0.46
H 4.838047 -2.381253 3.012490 -0.042 0.029 0.057 0.43
H 5.814766 -5.933367 0.827202 -0.033 -0.112 0.049 0.45
H 7.904766 -4.875792 0.060013 0.054 -0.035 -0.050 0.42
H 3.801412 -3.696071 0.021515 0.019 0.100 0.013 0.57
H 3.381125 -1.639195 -1.185383 0.058 0.103 -0.061 0.59
H -0.655220 0.455453 3.548152 -0.040 -0.025 -0.012 0.98
H -0.357861 -1.579336 4.882119 -0.029 -0.043 0.117 0.56
H 1.110118 -3.417379 4.008878 0.008 -0.076 0.027 0.56
C -3.903204 -5.896204 -0.100276 -0.001 0.060 -0.016 -1.54
C -3.396958 -4.589025 -0.628831 -0.037 0.080 -0.029 0.78
C -2.752947 -3.678541 0.204468 0.042 0.161 0.041 -1.35
C -2.229633 -2.496323 -0.294322 0.054 0.103 0.191 -0.07
C -2.355387 -2.212783 -1.645220 0.420 0.394 -0.112 0.15
C -3.032013 -3.084239 -2.478205 -0.001 0.083 -0.302 -0.42
C -3.551699 -4.262470 -1.971399 0.055 0.192 0.025 -1.02
S -1.384368 -0.868303 -2.340004 -2.634 -1.282 -2.590 1.34
O -0.200991 -0.867962 -1.486592 1.053 -0.343 0.578 -0.15
O -1.158455 -1.151755 -3.734452 -0.125 0.031 0.804 -0.77
N -2.038083 0.561659 -2.062450 2.063 -1.266 1.186 0.99
C -3.162731 1.003711 -2.671964 -1.675 0.636 -0.882 0.24
C -3.839728 0.317863 -3.703663 0.449 0.021 0.341 -0.96
C -5.004428 0.842344 -4.211344 -0.183 0.301 0.115 -0.62
C -5.495394 2.043594 -3.699780 0.051 -0.241 -0.103 -0.86
C -4.752615 2.667808 -2.719569 -0.308 0.266 -0.145 -0.48
N -3.618353 2.189489 -2.227793 0.369 -0.627 0.120 -0.23
H -3.402911 -6.157015 0.828275 0.001 -0.076 0.055 0.38
H -3.733772 -6.684869 -0.828995 -0.002 -0.112 0.007 0.40
H -4.974957 -5.847717 0.091624 -0.053 0.007 0.020 0.31
H -2.628282 -3.920693 1.250341 0.032 0.024 0.094 0.43
H -1.692458 -1.811036 0.358334 -0.039 -0.211 0.037 0.45
H -3.107182 -2.850999 -3.528464 0.015 -0.101 -0.151 0.49
H -4.049636 -4.949618 -2.636987 -0.078 -0.094 -0.087 0.44
H -3.405581 -0.587680 -4.093626 -0.115 -0.079 -0.105 0.55
H -5.538465 0.328335 -5.000425 0.040 -0.023 0.013 0.47
H -6.417931 2.467165 -4.064160 -0.027 0.087 0.028 0.42
H -5.066570 3.612354 -2.289502 -0.112 0.035 -0.091 0.46
Cl -3.290082 1.207290 6.979656 0.060 -0.012 -0.121 -0.21
C -3.037220 1.156001 5.260392 0.038 -0.014 0.172 0.45
C -3.322677 -0.004613 4.557865 -0.038 0.069 0.160 -1.07
C -3.157289 -0.025150 3.189043 0.101 0.287 -0.507 0.06
C -2.701349 1.097722 2.472775 -0.048 0.122 1.140 -0.02
C -2.564463 1.084303 1.025382 0.114 -0.053 -0.929 -1.08
C -2.401274 2.244753 3.233678 0.027 -0.412 -0.598 0.25
C -2.561012 2.279583 4.601148 -0.048 -0.027 0.242 -1.05
H -3.687149 -0.877299 5.081550 -0.020 -0.001 0.030 0.47
H -3.393167 -0.928165 2.643477 -0.047 -0.119 -0.066 0.51
H -3.178470 0.269843 0.612306 0.301 0.162 -0.198 0.62
H -2.956300 2.030037 0.623499 0.212 -0.113 -0.251 0.41
H -2.013272 3.114744 2.720180 0.003 0.166 -0.018 0.13
H -2.328830 3.173853 5.159488 0.003 0.045 0.069 0.45
```
Forces are in eV/Å.

---

Record 3
Entry from the OMol25 dataset: 2 unconnected molecules or ions with the total composition C4H4N2 at a distorted geometry (ωB97M-V/def2-TZVPD).

Calculated values
E_tot (Ha): -264.240486
LUMO level (Ha): 0.013
Gap between HOMO and LUMO (eV): 10.9
Max |F| (Eh/bohr): 0.0196
Multiplicity: 1

```
10
Properties=species:S:1:pos:R:3:forces:R:3:mulliken_charge:R:1
C -0.531600 -1.031891 -0.158653 0.146 0.068 0.088 -0.56
C 0.616428 -0.522184 0.284877 -0.231 -0.137 -0.142 -0.10
C 1.873930 -1.150526 -0.008801 0.805 -0.501 -0.191 0.20
N 2.881530 -1.654965 -0.271857 -0.853 0.452 0.273 -0.36
C -0.207076 2.507619 -0.463897 -0.907 -0.173 0.403 -0.16
N -1.210281 2.152498 0.029159 0.671 0.278 -0.331 -0.15
H -2.037258 1.775630 0.448728 0.096 0.196 -0.075 0.33
H -0.572481 -1.964481 -0.709392 0.069 0.099 0.015 0.28
H -1.473008 -0.517420 0.005265 0.172 -0.133 0.063 0.14
H 0.659818 0.405718 0.844569 0.031 -0.148 -0.101 0.38
```
Forces are in eV/Å.

---

Record 4
Entry from the OMol25 dataset: C4H5NO2 in the gas phase (ωB97M-V/def2-TZVPD).

Calculated values
SMILES string: O=C[C@H]1CN=CO1
E_tot (Ha): -360.622542
LUMO level (Ha): 0.026
Gap between HOMO and LUMO (eV): 10.8
Max |F| (Eh/bohr): 0.0106
Multiplicity: 1

```
12
Properties=species:S:1:pos:R:3:forces:R:3:mulliken_charge:R:1
O 2.694670 -0.046230 -0.915095 -0.540 0.031 -0.055 -0.45
C 1.497196 -0.164051 -0.950258 0.355 0.035 0.035 -0.18
C 0.596859 -0.000073 0.256098 0.087 0.137 0.049 0.41
C -0.577724 0.983015 0.056677 0.147 0.199 -0.114 -0.58
N -1.750372 0.255797 0.555289 0.116 -0.417 0.017 -0.50
C -1.369352 -0.939675 0.697889 -0.310 0.180 0.038 0.09
O -0.072307 -1.261142 0.454572 -0.025 -0.051 0.051 -0.37
H 0.954370 -0.414927 -1.886177 0.094 -0.020 0.043 0.31
H 1.201082 0.219201 1.141983 -0.053 -0.028 -0.121 0.27
H -0.743144 1.216865 -1.004249 0.061 0.001 0.142 0.31
H -0.439888 1.925504 0.590828 0.015 -0.160 -0.057 0.31
H -1.991391 -1.774282 1.002440 0.054 0.094 -0.028 0.39
```
Forces are in eV/Å.

---

Among the records above, which one has the highest max |F|?
C50H41BrCeClN10O3S